Record 1
{"formula": "C4H9NO2", "method": "ωB97M-V with the def2-TZVPD basis set", "elements": ["C", "C", "C", "O", "C", "N", "O", "H", "H", "H", "H", "H", "H", "H", "H", "H"], "positions_angstrom": [[-1.922, 0.109, -0.525], [-0.500, 0.480, 0.022], [-0.206, -0.272, 1.312], [1.190, -0.371, 1.064], [1.080, -0.056, -0.315], [2.239, 0.690, -0.672], [1.012, -1.144, -1.180], [-2.662, 0.440, 0.231], [-2.238, 0.595, -1.454], [-2.121, -0.969, -0.624], [-0.490, 1.565, 0.155], [-0.420, 0.228, 2.258], [-0.662, -1.274, 1.310], [2.766, 0.300, -1.446], [2.840, 0.930, 0.110], [0.077, -1.218, -1.390]], "de_lowest_kcal_mol": 53.18, "smiles": "C[C@H]1CO[C@@]1(N)O", "homo_lumo_gap_ev": 10.32, "energy_ev": -9877.7545, "homo_energy_ev": -9.42}

***

Record 2
{"formula": "C7H12", "method": "ωB97M-V with the def2-TZVPD basis set", "elements": ["C", "C", "C", "C", "C", "C", "C", "H", "H", "H", "H", "H", "H", "H", "H", "H", "H", "H", "H"], "positions_angstrom": [[-2.019, -1.152, 2.254], [-1.476, 0.170, 1.940], [-0.881, 1.097, 1.446], [0.032, 1.667, 0.441], [0.345, 0.434, -0.387], [1.300, 0.466, -1.551], [1.229, -1.028, -1.986], [-1.601, -1.835, 1.502], [-3.109, -1.195, 2.177], [-1.717, -1.514, 3.240], [0.950, 2.075, 0.877], [-0.431, 2.441, -0.179], [0.735, -0.345, 0.277], [-0.592, 0.029, -0.790], [2.298, 0.808, -1.231], [0.962, 1.190, -2.312], [2.245, -1.461, -1.997], [0.449, -1.651, -1.153], [0.867, -1.085, -3.029]], "de_lowest_kcal_mol": 64.78, "smiles": "CC#CCCCC", "homo_lumo_gap_ev": 10.24, "energy_ev": -7450.6224, "homo_energy_ev": -9.18}

***

Record 3
{"formula": "C6H7NO", "method": "ωB97M-V with the def2-TZVPD basis set", "elements": ["C", "C", "C", "C", "C", "C", "H", "H", "H", "H", "H", "H", "H", "N", "O"], "positions_angstrom": [[2.036, 0.029, -0.350], [0.506, -0.014, -0.501], [-0.351, -1.066, 0.174], [-1.690, -0.643, -0.606], [-1.651, 0.910, -0.331], [-0.350, 0.954, 0.411], [0.491, 0.143, -1.630], [-0.285, -2.042, 0.116], [-2.593, -1.026, 0.056], [-1.814, -0.929, -1.618], [-2.383, 1.529, 0.287], [-1.378, 1.445, -1.318], [0.151, 1.831, 0.882], [3.110, 0.041, 0.033], [-0.620, -0.282, 1.277]], "de_lowest_kcal_mol": 76.56, "homo_lumo_gap_ev": 10.96, "energy_ev": -9869.3377, "homo_energy_ev": -10.16}

***

Please write out number 3 again, unchanged.
{"formula": "C6H7NO", "method": "ωB97M-V with the def2-TZVPD basis set", "elements": ["C", "C", "C", "C", "C", "C", "H", "H", "H", "H", "H", "H", "H", "N", "O"], "positions_angstrom": [[2.036, 0.029, -0.350], [0.506, -0.014, -0.501], [-0.351, -1.066, 0.174], [-1.690, -0.643, -0.606], [-1.651, 0.910, -0.331], [-0.350, 0.954, 0.411], [0.491, 0.143, -1.630], [-0.285, -2.042, 0.116], [-2.593, -1.026, 0.056], [-1.814, -0.929, -1.618], [-2.383, 1.529, 0.287], [-1.378, 1.445, -1.318], [0.151, 1.831, 0.882], [3.110, 0.041, 0.033], [-0.620, -0.282, 1.277]], "de_lowest_kcal_mol": 76.56, "homo_lumo_gap_ev": 10.96, "energy_ev": -9869.3377, "homo_energy_ev": -10.16}